C5H7Br | ωB97M-V with the def2-TZVPD basis set

The geometry in XYZ format:
```
13
Properties=species:S:1:pos:R:3
Br 1.288 3.248 1.285
C 0.654 1.522 0.990
C 0.969 0.757 -0.066
C 0.412 -0.564 -0.374
C -0.668 -1.314 0.360
C -1.075 -0.633 -0.882
H -0.160 1.440 1.635
H 1.850 0.982 -0.728
H 0.927 -1.072 -1.129
H -0.698 -2.372 0.220
H -0.788 -0.987 1.329
H -0.989 -1.190 -1.782
H -1.723 0.182 -0.858
```

Computed properties:
**Structure (SMILES)**: Br/C=C/C1CC1
**Energy relative to the best compared isomer or geometry (same formula, charge and spin)**: 27.3 kcal per mole
**LUMO level**: 1.06 eV
**Net charge**: 0

How positive or negative is each atom? The Löwdin charges in e answer that:
1 Br 0.67
2 C -0.63
3 C -0.17
4 C -0.26
5 C -0.11
6 C -0.09
7 H 0.01
8 H 0.13
9 H 0.10
10 H 0.10
11 H 0.08
12 H 0.09
13 H 0.08

---

C16H18IrN7S3 | ωB97M-V with the def2-TZVPD basis set

The geometry in XYZ format:
```
45
Properties=species:S:1:pos:R:3
Ir -0.251 0.480 -0.154
C -0.274 4.742 3.207
S -1.845 3.938 2.885
C -1.425 2.572 1.954
S 0.155 1.944 1.775
N -2.475 2.003 1.390
N -2.244 1.099 0.470
C -3.260 0.466 -0.043
C -3.019 -0.287 -1.230
C -4.035 -0.850 -1.981
C -3.708 -1.511 -3.162
C -2.381 -1.574 -3.546
C -1.412 -0.975 -2.738
N -1.726 -0.347 -1.607
H -0.455 5.442 4.022
H 0.037 5.305 2.326
H 0.489 4.025 3.499
H -4.251 0.558 0.394
H -5.063 -0.777 -1.649
H -4.478 -1.967 -3.771
H -2.080 -2.082 -4.452
H -0.367 -1.002 -3.014
C 3.666 -1.043 1.358
C 2.333 -0.915 0.699
N 1.891 0.185 0.207
N 2.689 1.302 0.206
C 2.334 2.336 -0.567
N 3.128 3.377 -0.670
S 0.857 2.289 -1.416
C 1.426 -2.043 0.516
C 1.859 -3.353 0.514
C 0.959 -4.365 0.202
C -0.355 -4.028 -0.057
C -0.722 -2.692 -0.019
N 0.154 -1.712 0.235
H 3.781 -0.280 2.133
H 4.480 -0.927 0.636
H 3.782 -2.006 1.841
H 3.568 1.280 0.703
H 4.041 3.418 -0.240
H 2.871 4.151 -1.267
H 2.892 -3.594 0.723
H 1.285 -5.396 0.166
H -1.099 -4.779 -0.287
H -1.749 -2.406 -0.189
```

Computed properties:
**Spin multiplicity**: 2
**<S²>**: 0.796
**LUMO level (spin up / spin down)**: -10.40 / -12.35 eV
**Net charge**: +3

How positive or negative is each atom? The Löwdin charges in e answer that:
1 Ir 1.05
2 C -0.33
3 S 1.10
4 C -1.01
5 S 0.74
6 N 0.00
7 N -0.14
8 C 0.05
9 C -0.27
10 C 0.06
11 C 0.03
12 C 0.03
13 C -0.07
14 N -0.06
15 H 0.07
16 H 0.07
17 H 0.03
18 H 0.17
19 H 0.15
20 H 0.14
21 H 0.14
22 H 0.13
23 C 0.03
24 C -0.22
25 N -0.12
26 N 0.00
27 C -0.80
28 N 0.19
29 S 0.72
30 C -0.21
31 C 0.05
32 C 0.03
33 C 0.01
34 C -0.09
35 N -0.01
36 H 0.11
37 H 0.13
38 H 0.10
39 H 0.16
40 H 0.15
41 H 0.14
42 H 0.13
43 H 0.14
44 H 0.14
45 H 0.11

---

C7H14 | ωB97M-V with the def2-TZVPD basis set

The geometry in XYZ format:
```
21
Properties=species:S:1:pos:R:3
C 1.514 -1.222 -0.799
C 0.185 -0.512 -0.970
C -0.021 0.941 -0.605
C 1.093 1.799 -0.049
C -0.709 -0.142 0.193
C -0.280 -0.403 1.623
C -2.196 -0.348 -0.024
H 2.342 -0.655 -1.238
H 1.487 -2.198 -1.292
H 1.757 -1.404 0.252
H -0.362 -0.826 -1.859
H -0.677 1.492 -1.278
H 0.693 2.586 0.601
H 1.642 2.289 -0.862
H 1.822 1.225 0.531
H -0.528 -1.427 1.930
H -0.808 0.282 2.299
H 0.790 -0.257 1.791
H -2.517 0.062 -0.988
H -2.443 -1.418 -0.018
H -2.785 0.137 0.764
```

Computed properties:
**Structure (SMILES)**: C[C@@H]1[C@H](C)C1(C)C
**Energy relative to the best compared isomer or geometry (same formula, charge and spin)**: 17.2 kcal per mole
**LUMO level**: 1.06 eV
**Net charge**: 0

How positive or negative is each atom? The Löwdin charges in e answer that:
1 C -0.06
2 C -0.24
3 C -0.25
4 C -0.07
5 C -0.47
6 C -0.04
7 C -0.05
8 H 0.08
9 H 0.07
10 H 0.07
11 H 0.13
12 H 0.13
13 H 0.08
14 H 0.08
15 H 0.07
16 H 0.09
17 H 0.09
18 H 0.06
19 H 0.08
20 H 0.08
21 H 0.08

---

C3H11NO | ωB97M-V with the def2-TZVPD basis set

The geometry in XYZ format:
```
16
Properties=species:S:1:pos:R:3
C -0.870 2.596 -1.300
C -1.498 1.344 -0.696
N -1.090 0.161 -1.452
H 0.127 2.777 -0.910
H -1.515 3.465 -1.175
H -0.794 2.487 -2.377
H -2.591 1.400 -0.698
H -1.214 1.316 0.365
H -0.127 0.280 -1.736
H -1.154 -0.719 -0.961
C 1.943 -1.603 1.155
O 1.409 -2.453 2.146
H 1.193 -1.283 0.429
H 2.715 -2.063 0.555
H 2.350 -0.696 1.619
H 0.512 -2.160 2.322
```

Computed properties:
**Structure (SMILES)**: CCN.CO
**Energy relative to the best compared isomer or geometry (same formula, charge and spin)**: 24.8 kcal per mole
**LUMO level**: 0.70 eV
**Net charge**: 0

How positive or negative is each atom? The Löwdin charges in e answer that:
1 C -0.11
2 C -0.36
3 N -0.02
4 H 0.07
5 H 0.07
6 H 0.07
7 H 0.10
8 H 0.09
9 H 0.05
10 H 0.05
11 C -0.17
12 O -0.11
13 H 0.06
14 H 0.07
15 H 0.08
16 H 0.07

---

C24H42NP3STc | ωB97M-V with the def2-TZVPD basis set

The geometry in XYZ format:
```
72
Properties=species:S:1:pos:R:3
Tc 0.289 0.273 -0.299
P -0.393 -1.448 -1.712
P 1.209 -1.694 1.196
P -0.599 1.864 -1.631
H 3.876 2.897 -0.543
C 2.909 3.382 -0.685
C 2.288 3.914 0.385
H 2.852 3.988 1.315
C 0.720 -1.817 -3.131
C -0.765 -3.177 -1.219
C -1.983 -1.154 -2.603
C 2.131 -1.414 2.750
C -0.069 -2.828 1.865
C 2.414 -2.754 0.298
C -0.133 3.582 -1.291
C -2.413 2.052 -1.510
C -0.158 1.798 -3.414
H 2.684 3.571 -1.734
H 1.400 4.555 0.395
H 0.268 -2.656 -3.684
H 1.709 -2.118 -2.756
H 0.814 -0.949 -3.798
H -1.172 -3.684 -2.104
H -1.528 -3.215 -0.433
H 0.130 -3.715 -0.894
H -2.176 -2.042 -3.222
H -1.937 -0.272 -3.253
H -2.802 -1.047 -1.877
H 2.036 -2.306 3.374
H 1.712 -0.558 3.282
H 3.189 -1.214 2.574
H -0.128 -3.760 1.297
H -1.049 -2.341 1.846
H 0.163 -3.069 2.909
H 2.940 -3.371 1.035
H 3.146 -2.113 -0.207
H 1.954 -3.405 -0.450
H -0.553 4.296 -2.010
H 0.949 3.624 -1.379
H -0.401 3.878 -0.271
H -2.719 2.882 -2.159
H -2.678 2.297 -0.472
H -2.941 1.141 -1.806
H -0.315 2.790 -3.859
H -0.753 1.066 -3.967
H 0.903 1.536 -3.517
C 2.565 1.536 1.893
C 2.233 1.111 0.550
C 3.267 0.530 -0.247
C 4.497 0.224 0.319
C 4.818 0.695 1.584
C 3.872 1.362 2.354
S 1.467 2.353 2.996
H 2.222 3.441 3.065
H 1.465 1.813 0.002
H 3.067 0.358 -1.318
H 5.191 -0.381 -0.261
H 5.817 0.526 1.988
H 4.122 1.777 3.318
N -1.237 0.113 0.750
C -2.265 -0.159 1.263
C -3.568 -0.584 1.582
C -3.808 -1.905 2.052
C -5.120 -2.366 2.170
C -6.201 -1.534 1.864
C -5.975 -0.229 1.414
C -4.672 0.255 1.280
H -2.967 -2.567 2.285
H -5.295 -3.398 2.472
H -7.221 -1.909 1.957
H -6.813 0.414 1.137
H -4.475 1.259 0.898
```

Computed properties:
**Spin multiplicity**: 4
**Energy relative to the best compared isomer or geometry (same formula, charge and spin)**: 16.3 kcal per mole
**<S²>**: 3.818
**LUMO level (spin up / spin down)**: -13.01 / -16.34 eV
**Net charge**: +4

How positive or negative is each atom? The Löwdin charges in e answer that:
1 Tc 0.75
2 P 0.72
3 P 0.84
4 P 0.69
5 H 0.09
6 C -0.03
7 C -0.06
8 H 0.06
9 C -0.19
10 C -0.23
11 C -0.23
12 C -0.21
13 C -0.23
14 C -0.21
15 C -0.25
16 C -0.23
17 C -0.21
18 H 0.10
19 H 0.08
20 H 0.09
21 H 0.06
22 H 0.05
23 H 0.08
24 H 0.05
25 H 0.03
26 H 0.08
27 H 0.03
28 H 0.05
29 H 0.07
30 H 0.04
31 H 0.05
32 H 0.06
33 H -0.01
34 H 0.07
35 H 0.08
36 H 0.03
37 H 0.03
38 H 0.10
39 H -0.02
40 H 0.07
41 H 0.08
42 H 0.04
43 H 0.02
44 H 0.08
45 H 0.04
46 H 0.06
47 C -0.64
48 C -0.34
49 C -0.12
50 C -0.03
51 C 0.03
52 C -0.06
53 S 0.90
54 H -0.08
55 H 0.05
56 H 0.14
57 H 0.15
58 H 0.16
59 H 0.14
60 N -0.06
61 C -0.03
62 C -0.14
63 C 0.12
64 C 0.10
65 C 0.06
66 C 0.10
67 C 0.12
68 H 0.14
69 H 0.16
70 H 0.16
71 H 0.17
72 H 0.15

---

F_max, record by record: 2.54, 2.86, 0.18, 1.05, 5.37 eV Å⁻¹